1.
The following is a quantum chemistry calculation of a 3-piece molecular cluster, C30H74BFN9O10P3 overall at a distorted geometry, from the OMol25 dataset.

SMILES string = CC[C@H](F)[C@@](C)(O[C@](C)(CCCCNC(C)=O)P(=O)(O)O)[C@@](N)(CCOC(C)=O)B(N)O.CN(C)P(=O)(N(C)C)N(C)C.CN(C)P(=O)(N(C)C)N(C)C
molar mass = 843.71 g mol⁻¹
spin multiplicity = 1
highest occupied orbital energy = -8.06 eV

Positions of all 128 atoms, in Å:
C1 -3.05 -1.10 -7.37
C2 -1.46 -0.84 -7.82
C3 -0.89 0.63 -7.40
F1 0.07 1.21 -8.42
C4 -0.26 0.71 -5.85
C5 -0.50 -0.70 -5.00
O1 1.09 1.25 -5.78
C6 2.21 0.37 -5.92
C7 3.48 1.41 -6.29
C8 2.23 -0.69 -7.16
C9 3.56 -1.66 -7.24
C10 3.05 -3.23 -7.13
C11 4.08 -4.22 -6.32
N1 3.29 -5.52 -6.06
C12 3.64 -6.11 -4.71
C13 3.03 -5.37 -3.38
O2 4.40 -7.24 -4.68
P1 2.85 -0.47 -4.28
O3 2.46 -2.03 -4.21
O4 4.62 -0.35 -4.13
O5 2.22 0.24 -2.83
C14 -1.16 1.91 -5.08
N2 -2.64 1.66 -5.07
C15 -0.72 2.09 -3.48
C16 -1.59 1.19 -2.43
O6 -0.69 0.95 -1.25
C17 -1.39 0.16 -0.22
C18 -1.74 -1.41 -0.54
O7 -1.65 0.78 0.96
B1 -0.75 3.40 -5.73
N3 0.40 4.26 -5.22
O8 -1.56 3.98 -6.84
H1 -3.72 -1.17 -8.35
H2 -3.48 -0.23 -6.72
H3 -3.07 -2.16 -6.87
H4 -0.81 -1.76 -7.54
H5 -1.50 -0.84 -9.02
H6 -1.85 1.33 -7.53
H7 0.10 -1.61 -5.47
H8 -0.03 -0.57 -3.92
H9 -1.62 -1.05 -4.98
H10 4.49 0.84 -6.45
H11 3.20 2.17 -7.13
H12 3.62 2.06 -5.29
H13 1.30 -1.38 -7.27
H14 2.27 -0.03 -8.16
H15 4.43 -1.39 -6.51
H16 4.02 -1.57 -8.34
H17 2.00 -3.32 -6.57
H18 2.87 -3.66 -8.21
H19 4.97 -4.54 -7.01
H20 4.42 -3.71 -5.32
H21 3.44 -6.21 -6.83
H22 2.81 -6.12 -2.51
H23 2.01 -4.87 -3.67
H24 3.80 -4.51 -3.07
H25 4.80 0.38 -3.44
H26 2.39 -0.36 -2.05
H27 -2.92 0.68 -4.83
H28 -3.14 2.02 -5.91
H29 0.44 2.05 -3.35
H30 -1.01 3.23 -3.24
H31 -2.05 0.21 -2.87
H32 -2.50 1.83 -2.00
H33 -2.48 -1.43 -1.45
H34 -2.22 -1.92 0.42
H35 -0.76 -1.99 -0.89
H36 1.17 3.70 -4.79
H37 0.06 5.02 -4.59
H38 -2.53 4.00 -6.58
C19 0.46 -1.17 5.08
N4 -0.90 -1.51 4.72
C20 -1.34 -0.61 3.64
P2 -1.44 -3.11 4.50
O9 -0.46 -3.36 3.33
N5 -0.69 -4.22 5.56
C21 0.02 -3.91 6.79
C22 -0.09 -5.41 4.96
N6 -2.56 -2.83 5.86
C23 -3.90 -3.30 5.49
C24 -2.69 -1.60 6.64
H39 0.57 -0.09 5.23
H40 1.19 -1.49 4.32
H41 0.74 -1.61 6.03
H42 -2.41 -0.75 3.45
H43 -0.80 -0.81 2.71
H44 -1.20 0.44 3.91
H45 1.06 -3.64 6.59
H46 0.02 -4.77 7.46
H47 -0.45 -3.10 7.36
H48 0.90 -5.20 4.55
H49 -0.72 -5.80 4.15
H50 0.01 -6.23 5.69
H51 -4.36 -2.63 4.77
H52 -4.55 -3.39 6.37
H53 -3.84 -4.30 5.05
H54 -3.10 -0.78 6.05
H55 -1.73 -1.29 7.08
H56 -3.35 -1.76 7.49
C25 1.15 5.53 6.10
N7 0.60 4.91 7.30
C26 1.20 5.54 8.48
P3 -1.07 4.61 7.49
O10 -1.43 6.11 7.40
N8 -1.86 4.18 6.04
C27 -1.23 3.71 4.82
C28 -3.07 4.93 5.69
N9 -0.66 2.88 7.58
C29 -1.35 2.27 8.73
C30 0.67 2.30 7.47
H57 2.24 5.56 6.16
H58 0.77 6.55 5.94
H59 0.95 4.93 5.21
H60 0.91 4.99 9.38
H61 0.88 6.58 8.59
H62 2.29 5.50 8.43
H63 -0.88 4.54 4.20
H64 -1.93 3.13 4.22
H65 -0.39 3.04 5.00
H66 -2.82 5.89 5.23
H67 -3.68 5.12 6.58
H68 -3.70 4.37 4.99
H69 -0.89 2.59 9.67
H70 -1.34 1.18 8.67
H71 -2.40 2.58 8.74
H72 1.31 2.55 8.32
H73 1.17 2.59 6.54
H74 0.61 1.20 7.43

Atomic partial charges in e from the Löwdin method, atoms 1 to 4:
1 C -0.121
2 C -0.186
3 C -0.131
4 F -0.099


2.
The following is a quantum chemistry calculation of a 5-piece molecular cluster, C30H74NO18P4 overall at a distorted geometry, from the OMol25 dataset.

molar mass = 860.81 g mol⁻¹
total charge = +1
spin multiplicity = 1
highest occupied orbital energy = -11.44 eV

Positions of all 127 atoms, in Å:
C1 5.00 3.69 -0.56
O1 4.32 4.95 -0.41
C2 3.49 5.25 -1.47
N1 2.18 4.58 -1.27
C3 1.23 5.41 -0.44
C4 -0.15 4.72 -0.36
O2 -0.17 3.42 -0.89
C5 0.36 3.30 -2.20
C6 1.44 4.31 -2.54
H1 4.53 3.09 -1.35
H2 4.89 3.14 0.37
H3 6.06 3.85 -0.76
H4 3.96 4.95 -2.42
H5 3.37 6.33 -1.51
H6 2.27 3.67 -0.82
H7 1.11 6.33 -1.01
H8 1.71 5.59 0.52
H9 -0.41 4.63 0.69
H10 -0.92 5.37 -0.79
H11 -0.40 3.30 -2.98
H12 0.83 2.31 -2.24
H13 1.08 5.25 -2.97
H14 2.10 3.84 -3.27
O3 -1.29 2.51 -5.77
P1 -1.52 1.61 -6.92
O4 -1.66 2.58 -8.21
C7 -0.52 3.33 -8.66
C8 0.54 2.44 -9.28
O5 -3.09 1.21 -6.69
C9 -3.71 1.31 -5.41
C10 -4.54 2.58 -5.31
O6 -1.17 0.24 -7.66
C11 -2.11 -0.53 -8.45
C12 -2.62 0.15 -9.70
H15 -0.11 3.90 -7.82
H16 -0.89 4.03 -9.40
H17 0.98 1.76 -8.54
H18 1.35 3.05 -9.70
H19 0.12 1.82 -10.07
H20 -2.97 1.27 -4.61
H21 -4.35 0.44 -5.29
H22 -3.99 3.45 -5.67
H23 -4.85 2.76 -4.28
H24 -5.43 2.49 -5.93
H25 -2.93 -0.87 -7.83
H26 -1.55 -1.42 -8.74
H27 -3.31 0.96 -9.47
H28 -3.15 -0.57 -10.32
H29 -1.80 0.57 -10.29
O7 3.50 0.34 -3.16
P2 3.19 -1.00 -2.59
O8 4.68 -1.55 -2.19
C13 5.40 -0.92 -1.14
C14 4.80 -1.19 0.23
O9 2.88 -1.84 -3.95
C15 2.41 -1.19 -5.14
C16 3.54 -0.99 -6.12
O10 2.40 -2.04 -1.66
C17 2.27 -3.46 -1.92
C18 3.56 -4.24 -1.89
H30 5.47 0.15 -1.33
H31 6.42 -1.32 -1.18
H32 3.81 -0.74 0.32
H33 5.43 -0.78 1.02
H34 4.68 -2.26 0.40
H35 1.93 -0.24 -4.90
H36 1.65 -1.84 -5.58
H37 4.43 -0.58 -5.64
H38 3.24 -0.33 -6.94
H39 3.84 -1.95 -6.55
H40 1.74 -3.62 -2.85
H41 1.62 -3.82 -1.13
H42 4.19 -4.03 -2.75
H43 3.33 -5.31 -1.90
H44 4.14 -4.02 -0.99
O11 -3.84 0.09 1.49
P3 -2.76 0.71 2.29
O12 -1.49 -0.30 2.17
C19 -0.86 -0.48 0.91
C20 -0.09 0.76 0.48
O13 -3.27 0.41 3.81
C21 -4.64 0.13 4.10
C22 -4.86 -1.36 4.26
O14 -1.96 2.04 2.73
C23 -1.36 2.23 4.03
C24 -0.23 1.29 4.36
H45 -1.61 -0.75 0.15
H46 -0.18 -1.32 1.01
H47 -0.77 1.59 0.31
H48 0.47 0.58 -0.44
H49 0.61 1.06 1.26
H50 -5.30 0.55 3.34
H51 -4.88 0.65 5.04
H52 -4.39 -1.92 3.46
H53 -5.92 -1.60 4.30
H54 -4.40 -1.69 5.19
H55 -2.12 2.22 4.80
H56 -0.97 3.25 4.00
H57 -0.58 0.28 4.56
H58 0.28 1.64 5.27
H59 0.50 1.24 3.56
O15 0.64 -2.82 8.65
P4 -0.39 -3.81 8.27
O16 -1.78 -2.98 8.19
C25 -1.94 -1.99 7.17
C26 -2.06 -2.59 5.78
O17 -0.58 -4.61 9.68
C27 0.43 -4.61 10.69
C28 0.10 -3.61 11.78
O18 -0.81 -5.08 7.38
C29 -1.73 -6.10 7.80
C30 -3.15 -5.63 8.02
H60 -1.10 -1.28 7.21
H61 -2.84 -1.44 7.41
H62 -1.14 -3.09 5.49
H63 -2.28 -1.81 5.05
H64 -2.86 -3.33 5.75
H65 1.41 -4.40 10.25
H66 0.48 -5.61 11.10
H67 -0.20 -2.65 11.37
H68 0.96 -3.46 12.44
H69 -0.73 -3.98 12.38
H70 -1.35 -6.62 8.68
H71 -1.72 -6.83 6.99
H72 -3.25 -5.03 8.92
H73 -3.80 -6.50 8.14
H74 -3.51 -5.04 7.18

Atomic partial charges in e from the Löwdin method, atoms 1 to 4:
1 C -0.040
2 O -0.129
3 C -0.172
4 N -0.049


3.
The following is a quantum chemistry calculation of a 5-piece molecular cluster, C30H75N5O10 overall at a distorted geometry, from the OMol25 dataset.

SMILES string = COCCNCCOC.COCCNCCOC.COCCNCCOC.COCCNCCOC.COCCNCCOC
molar mass = 665.95 g mol⁻¹
spin multiplicity = 1
highest occupied orbital energy = -8.39 eV
ΔE to the lowest compared entry with this formula, charge and spin = 442.3 kJ/mol

Positions of all 120 atoms, in Å:
C1 3.28 -5.53 -3.17
O1 4.45 -5.50 -2.30
C2 4.57 -4.24 -1.67
C3 3.71 -3.99 -0.47
N1 3.94 -4.95 0.59
C4 2.82 -5.18 1.59
C5 2.03 -3.99 2.17
O2 0.88 -4.40 2.99
C6 1.21 -5.18 4.12
H1 3.39 -6.33 -3.90
H2 3.10 -4.60 -3.71
H3 2.41 -5.78 -2.56
H4 4.62 -3.35 -2.30
H5 5.60 -4.28 -1.32
H6 2.67 -3.93 -0.80
H7 3.96 -2.99 -0.14
H8 4.33 -5.79 0.18
H9 3.17 -5.88 2.35
H10 2.04 -5.76 1.10
H11 1.68 -3.35 1.36
H12 2.79 -3.33 2.60
H13 1.05 -6.23 3.88
H14 0.38 -4.87 4.76
H15 2.10 -4.99 4.71
C7 -3.96 2.20 3.08
O3 -5.17 2.39 2.32
C8 -4.97 2.29 0.91
C9 -6.40 2.11 0.27
N2 -6.23 2.48 -1.18
C10 -7.46 2.50 -1.94
C11 -7.99 1.01 -2.23
O4 -6.95 0.15 -2.80
C12 -6.66 0.42 -4.23
H16 -3.44 1.24 2.99
H17 -4.17 2.14 4.15
H18 -3.30 3.06 3.00
H19 -4.41 1.38 0.69
H20 -4.35 3.11 0.57
H21 -7.17 2.72 0.74
H22 -6.87 1.15 0.51
H23 -5.53 1.83 -1.50
H24 -7.36 3.02 -2.89
H25 -8.35 2.86 -1.42
H26 -8.89 1.05 -2.83
H27 -8.33 0.50 -1.33
H28 -7.53 0.34 -4.87
H29 -5.77 -0.22 -4.28
H30 -6.31 1.46 -4.20
C13 2.28 5.11 -0.77
O5 1.08 5.70 -0.32
C14 1.14 6.74 0.62
C15 1.97 6.46 1.92
N3 1.81 5.17 2.45
C16 2.95 4.51 3.11
C17 3.56 5.19 4.34
O6 5.01 4.98 4.51
C18 5.68 6.07 5.17
H31 2.25 4.46 -1.64
H32 2.73 4.61 0.09
H33 3.00 5.87 -1.08
H34 0.16 6.89 1.08
H35 1.40 7.67 0.13
H36 1.74 7.20 2.69
H37 2.97 6.84 1.71
H38 1.19 4.60 1.90
H39 3.76 4.38 2.38
H40 2.53 3.53 3.31
H41 2.99 4.85 5.20
H42 3.44 6.27 4.24
H43 5.49 7.06 4.74
H44 6.76 5.94 5.18
H45 5.31 6.12 6.20
C19 2.92 0.75 -4.57
O7 3.29 -0.27 -3.63
C20 2.40 -0.40 -2.55
C21 0.99 -1.00 -2.99
N4 1.12 -2.30 -3.72
C22 -0.12 -2.97 -4.15
C23 -0.44 -2.66 -5.66
O8 0.49 -3.03 -6.56
C24 0.48 -2.41 -7.82
H46 2.17 1.49 -4.30
H47 2.51 0.15 -5.38
H48 3.77 1.33 -4.95
H49 2.37 0.60 -2.11
H50 2.86 -1.02 -1.79
H51 0.45 -0.33 -3.66
H52 0.39 -1.21 -2.10
H53 1.56 -2.13 -4.61
H54 -0.98 -2.56 -3.63
H55 -0.18 -4.03 -3.91
H56 -0.50 -1.58 -5.71
H57 -1.45 -3.04 -5.83
H58 -0.16 -1.53 -7.84
H59 0.06 -3.06 -8.60
H60 1.44 -2.20 -8.29
C25 -4.13 -2.84 1.33
O9 -3.02 -2.28 0.70
C26 -2.07 -1.84 1.62
C27 -0.98 -0.98 1.02
N5 0.12 -0.58 1.83
C28 -0.28 0.11 3.03
C29 0.89 0.40 3.97
O10 1.93 -0.49 4.00
C30 1.78 -1.69 4.67
H61 -3.84 -3.79 1.75
H62 -4.94 -2.88 0.60
H63 -4.64 -2.33 2.15
H64 -1.44 -2.63 2.05
H65 -2.57 -1.22 2.36
H66 -1.34 -0.11 0.46
H67 -0.68 -1.65 0.22
H68 0.68 -1.27 2.30
H69 -1.09 -0.38 3.58
H70 -0.70 1.09 2.81
H71 0.47 0.57 4.96
H72 1.30 1.36 3.68
H73 2.70 -2.24 4.48
H74 0.94 -2.26 4.26
H75 1.64 -1.67 5.75

Atomic partial charges in e from the Löwdin method, atoms 1 to 4:
1 C -0.078
2 O -0.177
3 C -0.259
4 C -0.255